1.
Here is a molecular structure, C3H6OS2 at a distorted geometry from the OMol25 dataset. Energies are from the ωB97M-V functional and the def2-TZVPD basis.

Calculated values
LUMO energy: -1.488 eV
relative energy (zero: lowest compared OMol25 entry of this formula, charge and spin): 113.3 kcal per mole
gap between HOMO and LUMO: 8.10 eV

```
12
Properties=species:S:1:pos:R:3:mulliken_charge:R:1
C -1.12 0.51 0.73 -0.231
C -1.05 -0.82 0.06 0.020
C -0.40 -0.73 1.20 -0.710
O 1.96 -1.12 -0.92 -0.422
S 1.94 1.44 0.32 -0.178
S 1.98 -0.48 0.38 0.490
H -0.52 1.34 0.35 -0.041
H -2.05 0.82 1.19 0.221
H -1.29 -1.36 -0.82 0.369
H 0.41 1.17 -2.19 0.014
H -0.03 -1.21 2.07 0.476
H 0.18 0.44 -2.36 -0.008
```

***

2.
Here is a gas-phase ion, C7H13N (charge +1) at a distorted geometry from the OMol25 dataset. Energies are from the ωB97M-V functional and the def2-TZVPD basis.

Calculated values
LUMO energy (alpha / beta): -3.531 / -7.080 eV
relative energy (zero: lowest compared OMol25 entry of this formula, charge and spin): 17.9 kcal per mole
gap between HOMO and LUMO (alpha / beta): 9.57 / 5.97 eV
spin multiplicity: 2
total charge: +1

```
21
Properties=species:S:1:pos:R:3:mulliken_charge:R:1
C -2.20 -0.96 -0.72 -1.298
C -1.07 -0.03 -0.55 0.705
C -1.14 0.99 0.37 -0.060
N -2.16 1.25 1.24 -0.316
C 0.17 -0.27 -1.39 -1.085
C 1.36 -0.61 -0.56 -0.347
C 2.20 0.18 0.13 0.158
C 3.09 -0.51 1.12 -1.269
H -2.90 -0.66 -1.52 0.315
H -2.80 -0.96 0.20 0.352
H -1.91 -2.01 -0.85 0.374
H -0.30 1.60 0.69 0.320
H -2.90 0.57 1.39 0.229
H -2.48 2.21 1.29 0.302
H -0.10 -1.04 -2.12 0.434
H 0.25 0.68 -1.94 0.376
H 1.54 -1.68 -0.48 0.344
H 2.08 1.23 0.14 0.492
H 3.74 -1.22 0.61 0.330
H 2.48 -1.01 1.89 0.289
H 3.72 0.14 1.73 0.356
```

***

3.
Here is 14 unconnected molecules or ions with the total composition C71H167N9O14 at a distorted geometry from the OMol25 dataset. Energies are from the ωB97M-V functional and the def2-TZVPD basis.

Calculated values
LUMO energy: 0.351 eV
relative energy (zero: lowest compared OMol25 entry of this formula, charge and spin): 3.9 kcal per mole
gap between HOMO and LUMO: 7.94 eV

```
261
Properties=species:S:1:pos:R:3:mulliken_charge:R:1
C -4.83 4.08 -2.96 -0.558
O -4.95 3.28 -1.79 -0.379
H -3.89 3.96 -3.49 0.063
H -5.65 3.86 -3.65 0.286
H -4.89 5.10 -2.58 0.346
H -5.72 3.60 -1.32 0.266
C -1.18 0.05 0.21 -0.497
O -0.98 -0.27 1.56 0.078
H -1.62 -0.78 -0.35 -0.138
H -1.93 0.83 0.26 0.104
H -0.17 0.12 -0.20 0.305
H -1.81 -0.46 2.02 -0.098
C -3.89 -0.08 -3.04 -0.429
O -3.17 -1.30 -3.17 -0.326
H -3.47 0.76 -3.59 0.021
H -4.91 -0.18 -3.41 0.408
H -3.83 0.30 -2.02 0.115
H -2.68 -1.45 -2.36 0.156
C -2.81 -3.85 -0.81 -0.838
O -1.75 -3.10 -1.35 0.212
H -2.98 -3.46 0.19 0.150
H -3.71 -3.59 -1.35 0.396
H -2.64 -4.93 -0.70 0.422
H -1.44 -3.50 -2.17 -0.319
C 1.96 1.48 1.81 -1.214
O 0.86 1.84 2.60 1.753
H 2.71 2.14 2.23 0.291
H 2.51 0.56 2.00 0.324
H 1.73 1.80 0.79 0.040
H 0.24 1.16 2.34 -0.717
C 1.13 1.01 7.98 -1.583
C 1.70 0.28 6.65 0.287
C 2.58 1.15 5.75 -0.159
O 3.56 1.60 6.69 -0.380
C 4.73 2.27 6.11 -0.864
N 2.45 -0.73 7.24 -0.624
H 0.56 0.25 8.52 0.476
H 0.48 1.80 7.59 0.289
H 1.95 1.35 8.61 0.284
H 0.75 0.07 6.15 0.148
H 2.02 2.00 5.36 -0.007
H 3.12 0.61 4.98 0.616
H 5.57 1.98 6.74 0.315
H 4.54 3.34 6.14 0.264
H 5.05 1.81 5.17 0.320
H 2.89 -1.34 6.57 0.254
H 3.16 -0.15 7.66 0.372
C -4.47 -6.30 2.28 -1.218
C -5.34 -5.29 3.04 0.626
C -6.24 -4.46 2.11 -1.021
O -5.42 -3.50 1.54 -0.031
C -6.05 -2.61 0.66 -0.798
N -6.09 -6.14 3.94 -0.792
H -5.16 -6.95 1.75 0.583
H -3.90 -7.04 2.86 0.464
H -3.71 -5.80 1.68 -0.156
H -4.59 -4.71 3.59 0.064
H -7.02 -3.95 2.67 0.409
H -6.85 -5.17 1.55 0.414
H -6.79 -2.06 1.24 0.410
H -6.66 -3.13 -0.09 0.331
H -5.29 -1.94 0.28 0.086
H -5.46 -6.79 4.39 0.327
H -6.48 -6.74 3.23 0.365
C 3.48 -1.99 -1.99 -0.949
C 4.96 -2.04 -2.47 1.889
C 5.62 -3.45 -2.19 -1.220
O 5.67 -3.73 -0.80 -0.196
C 6.68 -4.74 -0.50 -0.880
N 4.87 -1.72 -3.87 -0.544
H 3.53 -2.35 -0.96 -0.026
H 2.89 -2.71 -2.57 0.447
H 3.09 -0.98 -2.13 0.353
H 5.71 -1.35 -2.07 -0.978
H 6.60 -3.47 -2.67 0.435
H 5.11 -4.29 -2.67 0.433
H 7.66 -4.60 -0.96 0.297
H 6.17 -5.61 -0.91 0.366
H 6.70 -4.94 0.57 0.242
H 5.65 -1.97 -4.46 0.240
H 4.01 -2.15 -4.18 0.187
C -2.92 -7.68 -5.93 -1.690
C -1.62 -7.04 -6.50 1.505
C -1.85 -6.30 -7.89 -1.173
C -2.40 -4.84 -7.68 -0.809
C -1.50 -4.04 -6.76 -0.672
C -1.29 -4.75 -5.30 2.128
N -0.81 -6.20 -5.61 0.153
O -0.51 -6.79 -4.38 -0.447
C -0.15 -3.99 -4.71 -2.179
C -2.52 -4.60 -4.35 -1.159
C -0.73 -8.28 -6.95 -1.960
H -3.68 -6.90 -6.00 0.346
H -2.99 -7.88 -4.86 0.335
H -3.40 -8.56 -6.35 0.410
H -0.94 -6.30 -8.50 0.418
H -2.68 -6.77 -8.42 0.377
H -3.37 -5.05 -7.24 0.277
H -2.49 -4.32 -8.63 0.407
H -1.68 -2.97 -6.67 -0.125
H -0.52 -4.06 -7.24 0.452
H -0.03 -4.15 -3.64 0.389
H 0.82 -4.20 -5.16 0.573
H -0.35 -2.93 -4.85 0.022
H -3.39 -5.00 -4.86 0.295
H -2.42 -5.18 -3.44 0.379
H -2.72 -3.59 -4.00 0.106
H -0.44 -8.83 -6.05 0.435
H 0.17 -7.85 -7.37 0.498
H -1.05 -8.95 -7.75 0.376
H 0.34 -7.13 -4.70 0.400
C 1.49 0.84 -5.61 -1.828
C 0.20 1.41 -5.09 2.288
C 0.11 2.92 -5.39 -1.162
C -0.19 3.18 -6.87 -0.802
C -1.45 2.44 -7.28 -1.135
C -1.41 0.88 -7.01 1.372
N -1.02 0.73 -5.59 -0.162
O -1.14 -0.55 -5.27 0.745
C -2.89 0.48 -7.23 -1.763
C -0.51 0.26 -8.02 -1.590
C 0.07 1.41 -3.51 -2.220
H 2.37 1.05 -5.01 0.126
H 1.86 1.44 -6.44 0.496
H 1.57 -0.20 -5.91 0.216
H -0.63 3.39 -4.75 0.418
H 1.09 3.34 -5.15 0.286
H 0.66 2.88 -7.49 0.306
H -0.24 4.26 -6.99 0.488
H -1.44 2.59 -8.36 0.450
H -2.33 2.75 -6.72 0.356
H -3.08 -0.56 -6.95 0.193
H -3.58 0.92 -6.51 0.353
H -3.47 0.53 -8.15 0.405
H -0.47 -0.83 -8.01 0.047
H -0.58 0.63 -9.05 0.416
H 0.51 0.54 -7.79 0.464
H -0.72 1.81 -2.87 0.462
H 0.96 1.93 -3.17 0.325
H -0.07 0.41 -3.11 0.353
H -1.66 -0.55 -4.47 0.129
C 7.43 1.72 -2.96 -1.444
C 6.99 2.11 -1.58 0.992
C 7.88 3.29 -1.17 -1.297
C 7.36 4.62 -1.78 -0.794
C 5.89 4.86 -1.56 -1.438
C 4.96 3.65 -1.62 2.871
N 5.57 2.38 -1.29 0.041
O 4.73 1.27 -1.40 0.036
C 3.81 3.88 -0.60 -2.485
C 4.28 3.56 -3.05 -2.225
C 7.53 0.96 -0.61 -1.418
H 8.51 1.56 -2.99 0.430
H 7.11 2.51 -3.64 0.364
H 6.79 0.86 -3.15 0.254
H 7.86 3.39 -0.08 0.439
H 8.92 3.07 -1.37 0.520
H 7.58 4.78 -2.84 0.332
H 7.89 5.37 -1.19 0.420
H 5.53 5.54 -2.33 0.397
H 5.72 5.46 -0.66 0.478
H 4.13 4.21 0.39 0.571
H 2.99 4.49 -0.97 0.360
H 3.30 2.96 -0.33 0.015
H 3.59 2.71 -3.08 0.201
H 3.63 4.42 -3.19 0.585
H 5.12 3.44 -3.72 0.543
H 7.01 0.03 -0.84 0.049
H 7.47 1.05 0.47 0.384
H 8.54 0.61 -0.84 0.440
H 4.97 0.85 -2.23 0.160
C -0.04 4.55 0.80 -1.259
C 0.41 5.86 1.47 1.947
C -0.99 6.50 1.80 -0.611
C -0.93 7.63 2.84 -0.977
C -0.22 7.27 4.13 -0.879
C 1.21 6.48 3.93 0.928
N 0.96 5.59 2.79 1.462
O 1.96 4.65 2.74 -0.522
C 2.20 7.65 3.49 -1.731
C 1.41 5.71 5.28 -1.729
C 1.25 6.68 0.48 -1.944
H -0.66 4.93 -0.02 0.847
H -0.63 3.91 1.46 -0.264
H 0.81 4.08 0.30 -0.211
H -1.39 7.05 0.95 0.441
H -1.77 5.84 2.20 -0.265
H -1.95 7.87 3.14 0.350
H -0.49 8.50 2.36 0.449
H -0.81 6.83 4.93 0.435
H -0.02 8.26 4.55 0.328
H 1.96 8.36 2.70 0.309
H 2.64 8.18 4.33 0.454
H 3.08 7.25 3.00 0.371
H 2.18 4.94 5.24 0.274
H 1.69 6.39 6.08 0.476
H 0.57 5.05 5.51 0.281
H 2.28 6.32 0.55 0.368
H 1.21 7.72 0.79 0.358
H 0.83 6.67 -0.53 0.400
H 1.50 3.81 2.74 -0.028
C -5.69 4.58 4.11 -1.847
C -5.75 3.09 4.16 2.069
C -5.70 2.54 2.69 -1.902
C -4.34 2.63 2.05 -0.376
C -3.17 2.09 2.99 -0.749
C -3.22 2.55 4.46 2.207
N -4.66 2.44 4.94 0.299
O -4.76 2.79 6.25 -0.459
C -2.31 1.57 5.27 -1.940
C -2.59 3.97 4.49 -1.647
C -7.11 2.72 4.66 -2.106
H -5.64 5.10 3.15 0.292
H -5.01 4.96 4.87 0.312
H -6.65 4.98 4.41 0.532
H -6.00 1.50 2.69 0.400
H -6.51 2.86 2.03 0.412
H -4.13 3.70 2.00 -0.134
H -4.21 2.23 1.05 0.653
H -2.22 2.35 2.52 -0.068
H -3.41 1.03 3.06 0.151
H -1.36 1.41 4.76 0.076
H -2.16 2.04 6.25 0.516
H -2.85 0.63 5.38 0.506
H -1.51 3.84 4.48 0.322
H -2.70 4.52 3.56 -0.042
H -2.73 4.62 5.35 0.448
H -7.31 1.65 4.72 0.381
H -7.96 3.27 4.27 0.416
H -7.21 3.10 5.68 0.530
H -4.90 1.94 6.68 0.373
C 1.71 -3.44 1.55 -2.241
C 0.98 -3.38 2.98 1.770
C -0.56 -3.61 2.64 -0.509
C -1.40 -3.90 3.84 0.085
C -0.76 -4.97 4.81 -1.529
C 0.78 -4.85 5.02 1.949
N 1.48 -4.58 3.75 0.487
O 2.89 -4.76 3.79 -0.463
C 1.19 -3.84 6.11 -1.825
C 1.18 -6.29 5.52 -2.203
C 1.25 -2.05 3.72 -1.002
H 2.77 -3.20 1.64 0.567
H 1.32 -2.63 0.94 0.289
H 1.46 -4.37 1.04 0.566
H -0.97 -2.71 2.19 -0.595
H -0.72 -4.46 1.98 0.581
H -2.37 -4.30 3.54 -0.455
H -1.67 -2.97 4.35 0.380
H -1.01 -6.00 4.55 0.459
H -1.30 -4.82 5.74 0.442
H 0.91 -4.30 7.06 0.539
H 2.27 -3.78 6.21 0.230
H 0.68 -2.88 6.08 0.370
H 2.18 -6.38 5.95 0.480
H 0.57 -6.54 6.38 0.432
H 1.23 -7.04 4.73 0.481
H 0.47 -1.56 4.30 0.078
H 1.48 -1.22 3.05 -0.284
H 2.22 -2.11 4.20 0.654
H 3.06 -5.69 3.64 0.315
```

***

4.
Here is 8 unconnected molecules or ions with the total composition C19H47Br10O12P3 at a distorted geometry from the OMol25 dataset. Energies are from the ωB97M-V functional and the def2-TZVPD basis.

Calculated values
LUMO energy (alpha / beta): -3.243 / -8.681 eV
gap between HOMO and LUMO (alpha / beta): 8.35 / 2.91 eV
spin multiplicity: 2
total charge: +1

```
91
Properties=species:S:1:pos:R:3:mulliken_charge:R:1
Br 24.88 -1.85 7.41 0.010
C 23.38 -2.68 6.51 -0.524
C 22.24 -1.66 6.28 -0.525
Br 20.74 -2.65 5.47 -0.129
H 23.17 -3.60 7.06 0.243
H 23.67 -2.97 5.50 0.484
H 22.51 -0.79 5.70 0.460
H 21.74 -1.43 7.23 0.235
Br 19.51 1.02 13.14 -0.088
C 19.69 -0.82 13.60 0.244
C 18.32 -1.40 13.67 -0.690
Br 17.51 -0.67 15.43 -0.168
H 20.37 -0.82 14.46 0.445
H 20.19 -1.28 12.75 -0.508
H 18.27 -2.48 13.79 0.336
H 17.72 -1.11 12.81 0.441
Br 15.25 -4.61 8.03 -0.118
C 16.98 -4.20 8.91 -0.601
C 17.12 -2.70 8.81 -0.551
Br 18.68 -2.09 9.95 -0.165
H 17.74 -4.70 8.31 0.342
H 16.92 -4.55 9.94 0.333
H 16.23 -2.18 9.16 0.428
H 17.29 -2.49 7.76 0.398
Br 27.13 -1.78 10.37 0.008
C 27.08 -0.53 11.90 -0.389
C 27.42 -1.33 13.16 -0.065
Br 26.71 -0.53 14.79 -0.104
H 26.11 -0.02 11.92 0.258
H 27.83 0.25 11.80 0.411
H 28.49 -1.51 13.24 0.384
H 26.89 -2.26 12.95 -0.332
Br 24.67 -4.17 9.91 0.102
C 23.21 -3.62 11.22 -0.200
C 22.45 -2.43 10.58 0.483
Br 23.45 -0.78 11.02 -0.053
H 23.74 -3.39 12.15 0.517
H 22.70 -4.54 11.51 0.062
H 21.41 -2.33 10.89 -0.364
H 22.53 -2.54 9.50 -0.041
C 19.34 -5.70 11.28 -0.192
O 19.33 -6.62 12.41 -0.329
P 20.78 -7.22 12.90 0.784
O 21.87 -6.24 13.10 -0.469
O 20.33 -8.10 14.19 -0.339
C 21.43 -8.66 14.93 -0.665
O 21.14 -8.44 11.87 -0.216
C 20.07 -9.38 11.59 -0.722
H 18.69 -6.04 10.47 0.198
H 20.33 -5.68 10.83 0.169
H 19.04 -4.69 11.58 0.027
H 21.30 -9.73 14.81 0.265
H 21.46 -8.41 15.99 0.276
H 22.39 -8.27 14.58 0.249
H 19.26 -9.19 12.30 0.358
H 20.36 -10.43 11.66 0.298
H 19.63 -9.29 10.60 0.281
C 23.00 -9.90 6.77 -0.513
O 22.29 -8.82 6.02 -0.327
P 23.19 -7.54 5.41 0.727
O 24.45 -7.95 4.69 -0.653
O 23.47 -6.60 6.74 0.037
C 24.57 -6.85 7.49 -0.441
O 22.07 -6.76 4.51 -0.227
C 21.69 -7.20 3.26 -0.746
H 22.48 -9.99 7.72 0.229
H 23.96 -9.50 7.10 0.220
H 23.08 -10.78 6.14 0.264
H 25.44 -6.31 7.10 0.290
H 24.84 -7.90 7.59 0.164
H 24.51 -6.54 8.53 0.040
H 21.41 -6.40 2.56 0.252
H 20.73 -7.71 3.38 0.290
H 22.46 -7.79 2.77 0.340
C 24.68 -6.26 15.70 -0.630
O 26.05 -6.67 15.65 -0.309
P 27.03 -5.60 14.92 0.857
O 27.14 -4.23 15.47 -0.654
O 26.51 -5.57 13.37 -0.044
C 27.13 -4.85 12.43 -0.034
O 28.45 -6.36 14.86 -0.398
C 28.70 -7.56 14.11 -0.605
H 24.10 -6.81 16.44 0.320
H 24.18 -6.17 14.73 0.209
H 24.59 -5.24 16.06 0.366
H 27.88 -4.12 12.71 0.385
H 26.30 -4.24 12.07 -0.541
H 27.51 -5.39 11.56 0.345
H 28.92 -8.23 14.94 0.311
H 29.35 -7.54 13.23 0.258
H 27.72 -7.81 13.72 0.235
```

***

Please write out number 2 again, unchanged.
Here is a gas-phase ion, C7H13N (charge +1) at a distorted geometry from the OMol25 dataset. Energies are from the ωB97M-V functional and the def2-TZVPD basis.

Calculated values
LUMO energy (alpha / beta): -3.531 / -7.080 eV
relative energy (zero: lowest compared OMol25 entry of this formula, charge and spin): 17.9 kcal per mole
gap between HOMO and LUMO (alpha / beta): 9.57 / 5.97 eV
spin multiplicity: 2
total charge: +1

```
21
Properties=species:S:1:pos:R:3:mulliken_charge:R:1
C -2.20 -0.96 -0.72 -1.298
C -1.07 -0.03 -0.55 0.705
C -1.14 0.99 0.37 -0.060
N -2.16 1.25 1.24 -0.316
C 0.17 -0.27 -1.39 -1.085
C 1.36 -0.61 -0.56 -0.347
C 2.20 0.18 0.13 0.158
C 3.09 -0.51 1.12 -1.269
H -2.90 -0.66 -1.52 0.315
H -2.80 -0.96 0.20 0.352
H -1.91 -2.01 -0.85 0.374
H -0.30 1.60 0.69 0.320
H -2.90 0.57 1.39 0.229
H -2.48 2.21 1.29 0.302
H -0.10 -1.04 -2.12 0.434
H 0.25 0.68 -1.94 0.376
H 1.54 -1.68 -0.48 0.344
H 2.08 1.23 0.14 0.492
H 3.74 -1.22 0.61 0.330
H 2.48 -1.01 1.89 0.289
H 3.72 0.14 1.73 0.356
```